# 1
87
Properties=species:S:1:pos:R:3 method="wB97M-V/def2-TZVPD" charge=+1 energy_ha=-1400.634444 multiplicity=1 homo_ev=-11.734 e_lumo_ev=-3.47
C 1.63 -2.28 1.34
C 2.60 -2.54 2.61
C 4.14 -2.13 2.34
C 4.42 -0.54 2.49
C 6.00 -0.34 2.25
C 6.41 1.04 1.53
C 5.74 1.30 0.10
C 5.62 2.90 -0.23
C 4.21 3.20 -0.95
C 4.04 2.46 -2.38
C 3.15 1.10 -2.29
C 4.05 -0.24 -2.58
C 3.26 -1.31 -3.53
C 3.09 -2.75 -2.82
C 1.79 -3.58 -3.28
C 0.41 -2.74 -3.26
C 0.17 -1.87 -1.94
C -0.81 -0.59 -2.23
C -1.18 0.07 -0.79
C -2.49 -0.73 -0.26
C -2.70 -0.66 1.32
C -1.73 -0.81 2.50
N -2.40 -0.62 3.79
C -3.77 -0.37 3.41
F -4.86 -0.14 4.29
N -3.97 -0.41 2.00
H 1.14 -1.25 1.36
H 0.79 -3.07 1.31
H 2.17 -2.36 0.33
H 2.59 -3.69 2.78
H 2.16 -1.97 3.49
H 4.35 -2.38 1.23
H 4.82 -2.76 3.04
H 3.75 -0.01 1.73
H 4.18 -0.14 3.54
H 6.44 -1.28 1.74
H 6.49 -0.31 3.30
H 7.56 0.99 1.36
H 6.27 1.92 2.27
H 4.67 0.89 0.01
H 6.33 0.85 -0.78
H 5.62 3.53 0.75
H 6.54 3.26 -0.82
H 4.11 4.34 -1.16
H 3.35 2.96 -0.21
H 5.08 2.20 -2.82
H 3.49 3.14 -3.15
H 2.80 0.98 -1.19
H 2.22 1.12 -2.96
H 5.04 0.05 -3.10
H 4.38 -0.76 -1.59
H 3.94 -1.47 -4.44
H 2.27 -0.84 -3.85
H 4.00 -3.38 -3.15
H 3.20 -2.66 -1.67
H 1.66 -4.47 -2.57
H 1.90 -4.00 -4.35
H -0.44 -3.52 -3.31
H 0.32 -2.13 -4.23
H 1.12 -1.42 -1.48
H -0.41 -2.51 -1.18
H -0.32 0.15 -2.95
H -1.79 -0.95 -2.75
H -1.46 1.17 -1.02
H -0.28 -0.02 -0.08
H -2.43 -1.81 -0.67
H -3.39 -0.18 -0.73
H -0.62 -1.04 2.43
H -1.98 -0.64 4.73
H -4.88 -0.28 1.54
C -7.45 1.91 2.19
C -7.36 2.01 0.67
C -8.39 2.97 0.03
O -9.73 2.48 0.00
C -10.41 2.53 1.25
N -7.46 0.66 0.10
H -8.26 1.26 2.53
H -6.53 1.48 2.59
H -7.58 2.90 2.64
H -6.37 2.40 0.43
H -8.11 3.11 -1.02
H -8.36 3.96 0.50
H -10.15 3.42 1.82
H -10.19 1.63 1.83
H -11.48 2.53 1.05
H -7.29 0.71 -0.90
H -8.44 0.37 0.16


# 2
96
Properties=species:S:1:pos:R:3 method="wB97M-V/def2-TZVPD" charge=-1 energy_ha=-2323.677322 multiplicity=3 homo_ev="-4.774 / -4.774" e_lumo_ev="2.30 / 1.79"
C 0.98 2.89 4.55
N -0.11 1.87 4.65
C -1.00 2.38 5.76
C -0.93 1.83 3.40
O -1.94 2.60 3.41
C -0.56 0.85 2.20
P 0.08 1.70 0.62
O -0.55 0.33 -0.31
F 0.77 3.05 1.48
C 1.75 0.72 0.65
C 2.36 0.58 -0.86
C 3.58 1.60 -1.12
C 3.04 3.05 -1.48
O 2.56 3.31 -2.60
O 3.11 4.06 -0.47
C -1.57 2.61 0.28
O -1.67 3.07 -1.13
N -2.74 2.38 -1.63
O -3.58 3.14 -2.01
H 0.58 3.75 3.89
H 1.87 2.39 4.03
H 1.27 3.26 5.59
H -1.18 3.51 5.68
H -1.97 1.79 5.84
H -0.41 2.25 6.74
H -1.48 0.22 1.97
H 0.21 0.11 2.63
H 0.59 2.33 -0.60
H -1.53 0.29 -0.23
H 2.57 1.28 1.23
H 1.62 -0.35 1.02
H 2.78 -0.47 -1.05
H 1.58 0.75 -1.66
H 4.32 1.55 -0.26
H 4.12 1.21 -2.06
H 2.19 4.41 -0.42
H -1.53 3.58 0.89
H -2.50 2.06 0.64
C 4.71 0.07 -7.05
C 3.37 -0.60 -6.64
C 2.54 -0.98 -7.90
C 1.87 0.21 -8.58
C 1.07 1.03 -7.57
C 1.91 1.46 -6.35
N 2.63 0.32 -5.72
O 1.72 -0.43 -5.05
C 2.91 2.55 -6.79
C 0.99 2.20 -5.35
C 3.80 -1.93 -5.96
H 5.02 0.82 -6.32
H 5.53 -0.65 -7.10
H 4.66 0.54 -8.04
H 1.76 -1.70 -7.62
H 3.18 -1.49 -8.62
H 2.62 0.83 -9.08
H 1.20 -0.16 -9.37
H 0.66 1.91 -8.08
H 0.21 0.44 -7.24
H 3.57 2.84 -5.96
H 2.38 3.46 -7.12
H 3.54 2.27 -7.64
H 0.15 1.59 -5.02
H 0.56 3.10 -5.81
H 1.55 2.52 -4.46
H 4.38 -1.73 -5.06
H 4.42 -2.52 -6.64
H 2.95 -2.56 -5.70
C -5.32 -3.15 4.96
C -4.07 -2.42 4.40
C -3.36 -3.29 3.35
C -2.56 -4.45 3.93
C -1.62 -3.96 5.03
C -2.34 -3.15 6.12
N -3.18 -2.05 5.55
O -2.35 -1.07 5.12
C -3.20 -4.10 6.97
C -1.29 -2.61 7.12
C -4.65 -1.19 3.66
H -5.51 -2.90 6.01
H -6.24 -2.86 4.43
H -5.25 -4.24 4.87
H -2.67 -2.67 2.76
H -4.09 -3.69 2.63
H -3.24 -5.22 4.33
H -1.98 -4.94 3.14
H -1.11 -4.82 5.48
H -0.83 -3.36 4.56
H -3.78 -3.55 7.72
H -2.57 -4.81 7.51
H -3.90 -4.71 6.40
H -0.52 -2.00 6.64
H -0.76 -3.44 7.60
H -1.76 -2.02 7.91
H -5.16 -0.51 4.36
H -5.37 -1.50 2.90
H -3.88 -0.61 3.14


# 3
106
Properties=species:S:1:pos:R:3 method="wB97M-V/def2-TZVPD" charge=-1 energy_ha=-6404.366492 multiplicity=1 homo_ev=-3.907 e_lumo_ev=1.49
C 3.55 -5.37 -2.53
O 3.45 -3.99 -2.27
C 4.57 -3.26 -2.74
C 4.18 -2.08 -3.62
C 3.27 -2.32 -4.83
C 1.92 -2.96 -4.53
O 1.82 -4.17 -4.60
N 0.79 -2.17 -4.14
C -0.44 -2.81 -4.66
C 0.64 -2.19 -2.65
O 3.40 -1.21 -2.82
B 4.27 -0.20 -2.20
C 3.76 1.37 -2.18
C 2.24 1.56 -2.22
C 1.55 1.13 -3.53
C 2.22 1.57 -4.80
O 2.96 2.50 -4.96
O 1.88 0.82 -5.90
P 4.63 -0.53 -0.24
O 6.22 -1.10 -0.15
Cl 3.33 -2.10 0.40
O 5.45 -0.21 -3.06
C 5.53 -1.30 -4.01
C 6.88 -1.92 -3.63
C 5.56 -0.51 -5.32
C 5.75 -1.27 -6.63
O 5.67 -0.69 -7.68
Br 6.20 -3.19 -6.72
H 3.57 -5.52 -3.62
H 2.67 -5.89 -2.17
H 4.45 -5.82 -2.12
H 5.19 -3.96 -3.32
H 5.13 -2.94 -1.87
H 3.72 -2.90 -5.63
H 3.06 -1.33 -5.23
H -1.28 -2.12 -4.55
H -0.68 -3.73 -4.12
H -0.30 -3.05 -5.71
H 1.18 -1.38 -2.17
H -0.41 -2.07 -2.39
H 0.96 -3.17 -2.29
H 4.30 1.91 -2.96
H 4.09 1.81 -1.23
H 1.78 0.96 -1.43
H 1.93 2.59 -2.01
H 0.56 1.62 -3.54
H 1.36 0.07 -3.49
H 1.25 0.13 -5.62
H 6.68 -0.70 -0.90
H 6.97 -2.07 -2.55
H 7.12 -2.86 -4.12
H 7.65 -1.18 -3.89
H 6.42 0.16 -5.25
H 4.69 0.15 -5.39
O -0.19 -2.51 5.51
P 0.01 -1.17 4.88
O -1.11 -1.09 3.69
C -2.48 -1.35 3.97
C -3.20 -0.11 4.48
O 1.36 -1.38 4.01
C 2.19 -2.53 4.18
C 1.81 -3.64 3.22
O 0.34 0.45 4.90
C -0.20 1.32 5.90
C -0.34 0.68 7.26
H -2.58 -2.17 4.68
H -2.94 -1.67 3.03
H -2.86 0.14 5.49
H -4.28 -0.27 4.52
H -3.00 0.75 3.84
H 2.16 -2.88 5.21
H 3.21 -2.22 3.98
H 0.73 -3.83 3.23
H 2.33 -4.56 3.47
H 2.07 -3.35 2.20
H -1.15 1.72 5.55
H 0.49 2.17 5.97
H -1.01 -0.20 7.23
H -0.77 1.39 7.97
H 0.62 0.34 7.64
O -6.51 3.95 0.82
P -6.47 3.74 2.29
O -6.32 5.25 2.94
C -7.22 6.28 2.57
C -8.49 6.25 3.40
O -4.97 3.17 2.53
C -4.16 2.73 1.44
C -3.27 3.85 0.92
O -6.91 3.01 3.70
C -8.28 2.68 3.98
C -9.08 2.28 2.76
H -7.46 6.22 1.50
H -6.70 7.22 2.73
H -9.10 5.38 3.15
H -9.09 7.14 3.23
H -8.24 6.18 4.47
H -4.77 2.31 0.64
H -3.53 1.92 1.81
H -3.84 4.76 0.75
H -2.79 3.56 -0.01
H -2.50 4.09 1.66
H -8.75 3.52 4.50
H -8.26 1.85 4.69
H -9.10 3.08 2.01
H -10.11 2.05 3.03
H -8.64 1.40 2.28